The following is a DFT calculation (wB97M-V/def2-TZVPD) of a molecular structure, C32H20Cl5F5IrN3O2S.

Summary:
Total energy   -131948.963 eV
Lowest unoccupied orbital energy   -0.1 eV
ΔE to the lowest compared entry with this formula, charge and spin   31.43 kJ/mol

Last column: natural (NBO) charge in e.
Atoms and positions in Å:
Ir 0.4101 -0.4521 -1.3096  0.817
Cl 2.7921 -0.1493 1.6771  0.059
C 3.2623 0.2230 0.0632  -0.072
C 2.3563 0.0760 -0.9812  -0.238
C 2.8566 0.3634 -2.2392  0.020
Cl 1.6212 0.1342 -3.4837  0.080
C 4.1336 0.7827 -2.5427  -0.134
Cl 4.5944 1.1075 -4.1642  0.059
C 5.0125 0.9328 -1.4734  -0.090
Cl 6.6215 1.4617 -1.7654  0.060
C 4.5736 0.6497 -0.1786  -0.078
Cl 5.6741 0.8314 1.1303  0.062
F -4.3491 2.8541 2.4666  -0.284
C -3.4540 1.9552 2.0605  0.285
C -2.1026 2.2377 2.1428  0.227
F -1.7009 3.4160 2.6369  -0.296
C -1.1774 1.3075 1.7139  0.389
F 0.1124 1.6312 1.8233  -0.303
C -1.5530 0.0752 1.1896  -0.354
S -0.3911 -1.1676 0.7290  0.018
C -2.9201 -0.1772 1.1188  0.404
F -3.3712 -1.3255 0.6201  -0.294
C -3.8652 0.7410 1.5474  0.246
F -5.1673 0.4678 1.4584  -0.285
C -0.0975 4.8108 -0.4614  -0.592
C -0.9156 3.9117 -1.3988  -0.155
C -0.7032 4.3064 -2.8668  -0.588
C -2.4082 3.9605 -1.0433  -0.590
C -0.4409 2.5260 -1.2411  0.478
N -0.0914 1.4417 -1.1552  -0.350
H -0.4541 5.8367 -0.5600  0.221
H 0.9615 4.7850 -0.7179  0.222
H -0.2144 4.5010 0.5775  0.232
H -1.0487 5.3312 -3.0053  0.222
H -1.2695 3.6553 -3.5330  0.226
H 0.3511 4.2565 -3.1397  0.222
H -2.7741 4.9714 -1.2252  0.222
H -2.5708 3.7220 0.0079  0.220
H -2.9830 3.2653 -1.6560  0.231
O 0.5161 -2.5170 -1.8196  -0.631
C -0.6654 -2.4978 -2.2838  0.779
N -1.3489 -3.4700 -2.8901  -0.598
C -2.6432 -2.9495 -3.3404  -0.013
C -2.5378 -1.4650 -2.8319  0.710
O -3.3756 -0.6092 -2.9887  -0.603
N -1.3435 -1.3367 -2.1906  -0.691
C -2.7843 -3.0078 -4.8626  -0.038
C -2.0777 -3.9471 -5.6050  -0.209
C -2.2511 -4.0418 -6.9789  -0.204
C -3.1375 -3.1976 -7.6280  -0.211
C -3.8508 -2.2623 -6.8913  -0.217
C -3.6815 -2.1693 -5.5180  -0.151
C -3.8081 -3.6926 -2.6828  -0.037
C -3.6796 -5.0441 -2.3820  -0.203
C -4.7398 -5.7519 -1.8368  -0.203
C -5.9457 -5.1148 -1.5869  -0.209
C -6.0805 -3.7681 -1.8895  -0.214
C -5.0211 -3.0591 -2.4387  -0.153
H -0.9625 -4.3754 -3.0804  0.424
H -1.3766 -4.6202 -5.1293  0.198
H -1.6895 -4.7784 -7.5388  0.215
H -3.2728 -3.2685 -8.6993  0.215
H -4.5471 -1.5983 -7.3871  0.215
H -4.2394 -1.4373 -4.9511  0.234
H -2.7479 -5.5646 -2.5642  0.199
H -4.6193 -6.8022 -1.6046  0.215
H -6.7728 -5.6637 -1.1563  0.215
H -7.0152 -3.2589 -1.6933  0.215
H -5.1331 -2.0077 -2.6644  0.233

The following is a DFT calculation (wB97M-V/def2-TZVPD) of a molecular structure, C32H21BrF5N3O4RuS4 in a non-equilibrium geometry.

Summary:
Total energy   -175734.463 eV
<S²>   1.116
Spin multiplicity   2
Lowest unoccupied orbital energy (spin up / spin down)   2.2 / 0.7 eV
Charge   -1
ΔE to the lowest compared entry with this formula, charge and spin   491.87 kJ/mol

Last column: Löwdin spin population.
Atoms and positions in Å:
Ru -0.2786 0.6053 0.0179  0.004
Br -4.1482 1.4582 0.5834  0.000
C -3.1836 2.2686 -0.8347  -0.001
C -3.6612 3.4707 -1.3314  0.000
C -3.0306 4.0151 -2.4385  -0.001
C -1.9862 3.3110 -3.0118  0.000
C -1.5652 2.1312 -2.4177  0.000
N -2.1246 1.6252 -1.3130  0.005
C -0.3137 1.4078 -2.9635  0.002
O -0.2744 1.1412 -4.1573  0.006
O 0.5629 1.2520 -2.0849  0.016
H -4.5137 3.9462 -0.8720  0.000
H -3.3643 4.9577 -2.8457  0.000
H -1.4936 3.6464 -3.9099  0.000
O 1.0785 -1.2124 0.9863  0.001
S 2.2554 -1.3590 1.8551  0.004
C 3.4257 -2.4879 0.9134  -0.001
C 3.0777 -2.5608 -0.5649  0.000
C 1.9139 -3.5216 -0.8235  0.000
C 1.5055 -3.5575 -2.2859  0.000
S 0.4875 -2.0122 -2.7125  0.000
O 0.5073 -1.2096 -1.4852  0.000
C -1.1249 -2.8468 -2.6012  0.000
C -1.6833 -2.9386 -1.3410  0.000
C -2.9229 -3.5271 -1.1749  0.000
C -3.5998 -4.0097 -2.2824  0.000
C -3.0393 -3.9056 -3.5467  0.000
C -1.7945 -3.3201 -3.7142  0.000
C 3.2579 0.1219 1.5542  0.002
C 4.3738 0.3331 2.3464  0.000
C 5.1850 1.4247 2.0933  0.000
C 4.8638 2.3023 1.0679  0.000
C 3.7344 2.0926 0.2951  0.001
C 2.9226 0.9946 0.5376  0.005
H 3.3348 -3.4633 1.3912  0.000
H 4.4272 -2.0977 1.0852  0.000
H 3.9580 -2.8853 -1.1299  0.000
H 2.8022 -1.5656 -0.9204  0.000
H 1.0620 -3.1897 -0.2292  0.000
H 2.1843 -4.5264 -0.4828  0.000
H 0.8964 -4.4294 -2.5146  0.000
H 2.3718 -3.5470 -2.9475  0.000
H -1.1499 -2.5228 -0.4987  0.000
H -3.3542 -3.5914 -0.1881  0.000
H -4.5753 -4.4559 -2.1589  0.000
H -3.5794 -4.2718 -4.4069  0.000
H -1.3572 -3.2193 -4.6956  0.000
H 4.5952 -0.3531 3.1508  0.000
H 6.0676 1.5966 2.6912  0.000
H 5.5045 3.1497 0.8699  0.000
H 3.4747 2.7774 -0.4971  0.000
H 2.0360 0.8187 -0.0824  0.002
S -1.9439 -1.0086 1.3819  -0.001
C -1.3413 -0.9749 2.9344  -0.003
S 0.0181 -0.2185 3.5462  0.226
C -1.9941 -1.7407 4.0084  0.328
C -1.5932 -3.0461 4.2183  0.041
N -1.2366 -4.1375 4.3532  0.157
C -2.9353 -1.1628 4.8386  0.040
N -3.7388 -0.7036 5.5294  0.161
F 1.0035 3.2229 -0.2640  -0.003
C 0.1082 3.4931 0.7215  0.001
C -0.5229 2.4268 1.3563  0.005
C -1.4147 2.8215 2.3545  0.001
F -2.1192 1.8946 3.0293  0.000
C -1.6506 4.1492 2.7033  0.000
F -2.5137 4.4681 3.6863  0.000
C -1.0112 5.1665 2.0107  0.000
F -1.2674 6.4575 2.2961  0.000
C -0.1143 4.8322 1.0072  0.000
F 0.5169 5.8023 0.3139  0.000

Q: Among the records above, which one has the lowest total energy?
A: C32H21BrF5N3O4RuS4

Q: Look up the ΔE to the lowest compared entry with this formula, charge and spin of the first one.
A: 31.43 kJ/mol

Q: Look up the total energy of the second one.
A: -175734.463 eV